{"formula": "C7H24N4O5", "method": "ωB97M-V/def2-TZVPD", "elements": ["N", "C", "N", "O", "H", "H", "H", "H", "N", "C", "N", "O", "H", "H", "H", "H", "C", "C", "C", "O", "H", "H", "H", "H", "H", "H", "H", "H", "C", "O", "H", "H", "H", "H", "C", "O", "H", "H", "H", "H"], "xyz": [[-18.0703, -8.5781, -17.8642], [-19.1193, -9.2198, -17.5033], [-19.5035, -8.7417, -16.3131], [-19.7690, -10.2754, -18.1485], [-17.6039, -8.6879, -18.8258], [-17.4910, -8.0519, -17.2240], [-20.4280, -9.1258, -16.0385], [-19.5368, -7.7412, -16.3368], [-13.4876, -13.2539, -20.0654], [-14.7059, -12.7309, -20.1579], [-15.3615, -12.7811, -19.0292], [-15.1351, -11.9656, -21.2122], [-12.8914, -13.1012, -20.8805], [-13.4057, -14.1051, -19.4761], [-16.3769, -12.3508, -19.1239], [-15.0685, -13.3789, -18.1952], [-18.8298, -11.8642, -15.1919], [-17.4293, -12.5919, -15.3806], [-16.3982, -11.7482, -16.0892], [-16.9535, -13.0937, -14.3309], [-19.2176, -11.3449, -16.0232], [-18.6575, -11.0619, -14.4608], [-19.5790, -12.6151, -14.8423], [-17.6900, -13.3721, -15.9821], [-16.9070, -10.9379, -16.7219], [-15.7236, -12.3289, -16.5974], [-15.6635, -11.3036, -15.3637], [-16.9658, -14.0620, -14.3428], [-17.8371, -9.3722, -20.9159], [-16.6217, -9.2541, -20.1936], [-17.9818, -10.3721, -21.3371], [-17.7091, -8.6837, -21.8347], [-18.7987, -9.0721, -20.3744], [-15.9867, -9.9406, -20.3739], [-18.5934, -13.3003, -18.7967], [-17.9674, -12.0577, -18.8697], [-19.3334, -13.4634, -19.6129], [-19.0888, -13.6210, -17.8561], [-17.8527, -14.1341, -18.9681], [-18.5420, -11.3370, -18.5156]], "lumo_ev": 0.5, "smiles": "NC(N)=O.NC(N)=O.CC(C)O.CO.CO", "de_lowest_ev": 0.5198, "mol_weight_g_mol": 244.3, "total_energy_ha": -876.24835}

{"formula": "C7H24NO5", "method": "ωB97M-V/def2-TZVPD", "elements": ["C", "C", "C", "C", "C", "C", "C", "N", "H", "H", "H", "H", "H", "H", "H", "H", "H", "H", "H", "H", "H", "H", "H", "H", "O", "H", "H", "O", "H", "H", "O", "H", "H", "O", "H", "H", "O"], "xyz": [[1.9478, 0.5369, 1.2579], [0.7569, 1.4409, 1.5691], [-0.6022, 0.8134, 1.9654], [-1.6160, 1.6491, 2.2552], [0.1768, -1.1590, 3.0273], [-0.6309, -0.5954, 2.1346], [-1.4036, -1.3771, 1.0747], [1.9119, 0.2785, -0.2440], [2.1382, -0.5191, 1.7593], [2.8991, 1.0436, 1.4791], [0.6091, 2.0970, 0.7687], [1.0323, 2.0524, 2.3798], [-1.6048, 2.6402, 2.0168], [-2.4918, 1.3201, 2.8719], [1.0634, -0.6534, 3.5961], [-0.1447, -2.2061, 3.3329], [-2.1688, -0.8395, 0.6028], [-1.6727, -2.2890, 1.6980], [-0.7282, -1.4127, 0.1995], [2.2917, 1.0045, -0.7865], [0.9726, 0.4594, -0.5382], [2.2174, -0.6562, -0.6683], [-3.3681, 0.0424, -1.4584], [-4.0064, -1.1463, -0.8306], [-3.2219, -0.9728, -1.3171], [3.2290, -2.7688, -1.1479], [3.1911, -2.2023, -2.4720], [2.8368, -2.0307, -1.5301], [0.6634, 3.0899, -1.1894], [-0.0338, 1.9181, -1.7252], [0.8776, 2.2021, -1.5560], [-0.4493, -1.6148, -3.1022], [0.6058, -2.5861, -3.9110], [0.3916, -1.8084, -3.2800], [-1.8098, 1.4199, -3.5106], [-2.3079, 1.1828, -2.0822], [-1.5512, 1.6464, -2.6394]], "lumo_ev": -2.7, "de_lowest_ev": 4.3937, "mol_weight_g_mol": 202.3, "charge": 1, "total_energy_ha": -711.69306}

{"formula": "C7H25CaN11O9", "method": "ωB97M-V/def2-TZVPD", "elements": ["Ca", "C", "C", "O", "H", "H", "H", "H", "H", "N", "O", "O", "O", "C", "O", "N", "N", "H", "H", "H", "H", "C", "O", "N", "N", "H", "H", "H", "H", "C", "O", "N", "N", "H", "H", "H", "H", "C", "O", "N", "N", "H", "H", "H", "H", "C", "O", "N", "N", "H", "H", "H", "H"], "xyz": [[-0.3443, 0.1532, -0.0353], [1.3267, 3.1779, 1.8955], [1.5653, 2.7642, 0.4201], [0.4381, 2.3668, -0.2352], [0.5423, 3.9350, 1.9692], [2.2237, 3.6053, 2.3514], [0.9860, 2.2687, 2.3965], [2.3934, 2.0208, 0.5239], [1.9712, 3.6554, -0.0975], [-4.0304, -0.3099, -0.2436], [-4.9217, -0.0238, 0.5544], [-2.9423, 0.3161, -0.2234], [-4.2003, -1.2082, -1.1009], [-1.8409, 1.4926, 2.7249], [-1.0967, 0.7173, 2.1248], [-3.0862, 1.7837, 2.2838], [-1.4518, 2.1069, 3.8784], [-3.3166, 1.4080, 1.3669], [-3.6177, 2.5383, 2.6733], [-2.0408, 2.7448, 4.3763], [-0.4857, 2.0208, 4.1317], [2.1015, -0.8991, -1.9730], [1.7357, -0.4307, -0.8888], [1.2718, -1.6992, -2.6866], [3.3012, -0.5901, -2.5066], [1.6826, -2.2390, -3.4273], [0.3684, -1.9273, -2.2963], [4.0029, -0.0150, -2.0805], [3.5689, -0.8822, -3.4312], [-0.5487, 1.1031, -3.2278], [-0.9731, 0.4507, -2.2794], [-1.0747, 1.0159, -4.4749], [0.4169, 2.0360, -3.0196], [-1.7975, 0.3226, -4.5667], [-0.6108, 1.3480, -5.2976], [0.7974, 2.6076, -3.7503], [0.6893, 2.2125, -2.0477], [1.9836, -1.3210, 2.1977], [0.8608, -1.1019, 1.7590], [2.2384, -2.3436, 3.0671], [3.0739, -0.5944, 1.8212], [1.4885, -2.9567, 3.3211], [3.0550, -2.2270, 3.6381], [3.9701, -0.9981, 2.0214], [2.9809, 0.2923, 1.3574], [-1.4426, -3.0862, -0.4362], [-1.0943, -1.9279, -0.6243], [-2.7288, -3.4599, -0.5698], [-0.5622, -4.0843, -0.1160], [-3.3899, -2.7203, -0.8268], [-2.9634, -4.4342, -0.5402], [0.3813, -3.9409, 0.1921], [-0.8547, -5.0433, -0.0429]], "lumo_ev": 0.1, "de_lowest_ev": 0.0000, "mol_weight_g_mol": 447.4, "total_energy_ha": -2239.07847}

{"formula": "C7H26B2N3O2P", "method": "ωB97M-V/def2-TZVPD", "elements": ["C", "C", "C", "C", "N", "B", "B", "O", "N", "C", "C", "P", "C", "O", "H", "H", "H", "H", "H", "H", "H", "H", "H", "H", "H", "H", "H", "H", "H", "H", "H", "H", "H", "H", "H", "H", "N", "H", "H", "H", "H"], "xyz": [[0.8995, -3.1163, 2.2335], [1.7602, -3.2401, 0.9670], [2.4055, -1.9298, 0.4871], [1.5055, -1.1264, -0.4481], [0.2985, -0.6455, 0.1946], [-0.4379, 0.6033, -0.3227], [-2.0524, 0.5117, -0.9262], [-2.8215, 1.6725, -1.1044], [-2.7193, -0.7337, -1.3468], [-1.8578, -1.7916, -1.8538], [-3.7139, -1.2434, -0.4234], [-0.2242, 1.7638, 1.2787], [1.4639, 2.4353, 0.8712], [-0.9590, 3.2956, 0.8800], [-0.1285, -3.4585, 2.0821], [1.2978, -3.6980, 3.0694], [0.8276, -2.0764, 2.5617], [2.5494, -3.9790, 1.1357], [1.1511, -3.6305, 0.1414], [2.6512, -1.3060, 1.3566], [3.3466, -2.1514, -0.0307], [1.2902, -1.7621, -1.3317], [2.0378, -0.2497, -0.8377], [-0.3398, -1.4210, 0.3210], [0.2132, 1.1364, -1.2528], [-3.0916, 2.1480, -0.3143], [-2.3423, -2.3095, -2.6913], [-1.6001, -2.5583, -1.1034], [-0.9232, -1.3552, -2.2137], [-3.2813, -1.5205, 0.5552], [-4.5016, -0.5051, -0.2456], [-4.2003, -2.1404, -0.8240], [1.5535, 2.3081, -0.2144], [2.3328, 1.9939, 1.3644], [1.3742, 3.4852, 1.1730], [-1.4258, 3.6159, 1.6595], [1.5325, 4.6153, -0.9835], [2.2027, 4.0168, -1.4691], [0.7694, 3.9945, -0.6540], [1.9754, 4.9987, -0.1488], [1.1818, 5.3536, -1.5916]], "lumo_ev": -1.0, "mol_weight_g_mol": 236.9, "total_energy_ha": -988.07061}

{"formula": "C7H28FN14O7", "method": "ωB97M-V/def2-TZVPD", "elements": ["F", "C", "O", "N", "N", "H", "H", "H", "H", "C", "O", "N", "N", "H", "H", "H", "H", "C", "O", "N", "N", "H", "H", "H", "H", "C", "O", "N", "N", "H", "H", "H", "H", "C", "O", "N", "N", "H", "H", "H", "H", "C", "O", "N", "N", "H", "H", "H", "H", "C", "O", "N", "N", "H", "H", "H", "H"], "xyz": [[0.1500, 0.3602, 0.1398], [-0.6492, -2.5851, -2.1423], [-1.6444, -2.7366, -1.4234], [-0.3017, -3.5539, -3.0014], [0.0003, -1.4482, -2.2882], [0.5238, -3.3186, -3.5335], [-0.7039, -4.4734, -2.8879], [0.6786, -1.1783, -2.9862], [-0.2509, -0.7626, -1.5904], [0.2866, -3.0760, 1.7758], [0.3583, -4.2086, 2.1456], [1.0620, -2.4479, 0.9045], [-0.5607, -2.2261, 2.2137], [0.9578, -1.4530, 0.7652], [1.8012, -2.9394, 0.4227], [-0.4703, -1.3481, 1.7228], [-1.2800, -2.4984, 2.8683], [0.8281, 1.4349, 4.4373], [0.7353, 2.6462, 4.1009], [0.8029, 1.0655, 5.6788], [1.0247, 0.5079, 3.5769], [0.7267, 1.7455, 6.4217], [0.7737, 0.0772, 5.8850], [0.8375, -0.4492, 3.8397], [0.8674, 0.5916, 2.5827], [0.8277, 3.4055, -1.6557], [1.0071, 4.3161, -2.4286], [0.7188, 2.1575, -1.9638], [0.7968, 3.5257, -0.3680], [0.7745, 1.8610, -2.9277], [0.3546, 1.4972, -1.2920], [0.7167, 2.6305, 0.0927], [0.6925, 4.4790, -0.0510], [-3.1406, 1.0441, 1.3960], [-4.3692, 1.3819, 1.3760], [-2.2479, 1.9802, 1.4953], [-2.6088, -0.0734, 1.0293], [-2.5411, 2.8912, 1.8180], [-1.3461, 1.6339, 1.2006], [-3.1225, -0.8513, 0.6405], [-1.6461, -0.0106, 0.7303], [4.2253, 0.0088, -0.5224], [5.4147, 0.1911, -0.4593], [3.2700, 0.8800, -0.4939], [3.6867, -1.1102, -0.8058], [2.2788, 0.8159, -0.6769], [3.6233, 1.7394, -0.0980], [4.2829, -1.9008, -1.0050], [2.6821, -1.1748, -0.8877], [-2.5536, 0.5555, -3.3137], [-2.5804, 1.6236, -4.0253], [-2.8075, -0.6334, -3.6557], [-2.5074, 0.5354, -2.0341], [-2.7284, -0.8568, -4.6375], [-2.8399, -1.3951, -2.9933], [-2.6423, 1.4245, -1.5744], [-2.2245, -0.2971, -1.5371]], "lumo_ev": 2.1, "de_lowest_ev": 4.2527, "mol_weight_g_mol": 439.4, "charge": -1, "total_energy_ha": -1676.93160}

{"formula": "C7H28HfN15O10", "method": "ωB97M-V/def2-TZVPD", "elements": ["Hf", "N", "O", "O", "O", "C", "O", "N", "N", "H", "H", "H", "H", "C", "O", "N", "N", "H", "H", "H", "H", "C", "O", "N", "N", "H", "H", "H", "H", "C", "O", "N", "N", "H", "H", "H", "H", "C", "O", "N", "N", "H", "H", "H", "H", "C", "O", "N", "N", "H", "H", "H", "H", "C", "O", "N", "N", "H", "H", "H", "H"], "xyz": [[1.7989, 5.1803, -5.1806], [0.0074, 1.5004, -0.7557], [0.8692, 0.8500, -0.3329], [0.2648, 2.5982, -1.2231], [-1.0924, 1.0492, -0.9058], [-7.8475, -2.1410, -1.8725], [-7.2792, -3.0227, -2.4697], [-9.1326, -2.1638, -1.7598], [-7.2774, -1.3669, -0.9729], [-9.5387, -2.9202, -2.2918], [-9.6146, -1.3744, -1.3540], [-6.2687, -1.3281, -1.0073], [-7.8532, -0.8815, -0.2999], [-2.6192, 0.1174, 5.4051], [-2.9008, 0.4400, 6.5655], [-3.5515, 0.2221, 4.3993], [-1.5318, -0.3616, 5.0091], [-3.4153, 0.3024, 3.4017], [-4.4339, -0.0047, 4.8352], [-0.8030, -0.4038, 5.7071], [-1.2993, -0.4379, 4.0292], [6.4027, 4.1526, -0.3933], [5.5935, 4.1701, -1.3763], [7.2652, 5.0187, -0.0989], [6.3668, 3.1421, 0.4756], [7.2072, 5.9846, -0.3885], [7.8653, 4.8688, 0.6995], [5.6194, 2.4689, 0.3838], [7.0536, 3.1495, 1.2161], [7.0705, -4.0042, -1.4075], [7.6299, -4.0971, -2.5006], [5.8070, -3.9767, -1.2063], [7.7596, -4.0571, -0.2902], [5.2925, -3.7951, -0.3563], [5.3135, -4.0798, -2.0814], [7.1738, -4.1386, 0.5284], [8.7247, -3.7641, -0.3435], [-3.2634, 1.4338, -7.2600], [-2.4501, 2.1384, -6.6629], [-3.9318, 0.3901, -6.8877], [-3.6146, 1.7705, -8.4878], [-4.8522, 0.2365, -7.2743], [-3.7875, 0.1722, -5.9121], [-4.3282, 1.1550, -8.8512], [-3.3010, 2.5282, -9.0774], [-0.8104, -5.4794, -0.3205], [-0.3931, -6.6275, -0.4625], [-1.4873, -5.1637, 0.6998], [-0.7109, -4.5269, -1.1261], [-2.1080, -4.3861, 0.5256], [-1.8026, -5.9242, 1.2849], [-0.1762, -4.7128, -1.9625], [-0.8484, -3.5815, -0.7983], [1.9174, 3.9362, 6.6226], [2.2907, 3.0662, 7.3308], [1.3293, 4.9674, 7.1013], [2.0015, 3.8848, 5.3336], [0.4762, 5.2136, 6.6200], [1.2180, 4.8398, 8.0970], [1.3891, 4.5197, 4.8417], [2.6166, 3.2541, 4.8396]], "lumo_ev": -13.6, "mol_weight_g_mol": 660.9, "charge": 3, "total_energy_ha": -1903.66346}

{"formula": "C7H28N8O7", "method": "ωB97M-V/def2-TZVPD", "elements": ["N", "C", "N", "O", "H", "H", "H", "H", "N", "C", "N", "O", "H", "H", "H", "H", "N", "C", "N", "O", "H", "H", "H", "H", "N", "C", "N", "O", "H", "H", "H", "H", "C", "O", "H", "H", "H", "H", "C", "O", "H", "H", "H", "H", "C", "O", "H", "H", "H", "H"], "xyz": [[-1.1990, -3.0852, -2.3461], [-0.2929, -2.6994, -3.2911], [0.2311, -1.4501, -3.1298], [0.0226, -3.4169, -4.2304], [-1.8701, -3.7899, -2.5892], [-1.4749, -2.4983, -1.5766], [0.7625, -1.0703, -3.8908], [0.0476, -0.8397, -2.3455], [-0.9778, 4.4772, 1.3291], [-0.6139, 5.3228, 0.3197], [-0.5070, 6.6419, 0.6783], [-0.3333, 4.9334, -0.8074], [-1.3125, 4.7936, 2.2195], [-0.9600, 3.4878, 1.1537], [-0.3147, 7.2826, -0.0689], [-0.8998, 6.9478, 1.5487], [-0.5345, -3.3242, 3.2379], [-0.7831, -2.2508, 2.4222], [-0.7352, -2.5330, 1.0842], [-1.1023, -1.1609, 2.8701], [-0.3892, -4.2470, 2.8737], [-0.6050, -3.2018, 4.2294], [-1.0410, -1.8556, 0.4063], [-0.2061, -3.3345, 0.7972], [-0.9911, 2.0513, -1.1333], [-0.3051, 1.0044, -0.6044], [0.8452, 1.3544, 0.0569], [-0.7162, -0.1535, -0.6466], [-1.8352, 1.8473, -1.6367], [-0.7381, 3.0227, -1.0157], [1.2744, 0.5891, 0.5511], [1.3052, 2.1906, -0.2548], [4.0251, 1.6078, 1.5312], [3.2953, 0.5943, 2.1531], [5.0238, 1.7675, 1.9505], [4.2899, 1.3882, 0.4871], [3.4585, 2.5422, 1.4714], [3.5646, 0.4161, 3.0547], [-3.7604, -0.5530, -1.2367], [-3.8579, -1.8947, -0.7929], [-3.1433, -0.4724, -2.1378], [-4.7488, -0.1290, -1.4498], [-3.3104, 0.0667, -0.4663], [-4.4362, -2.3715, -1.3933], [2.4265, -2.7663, 0.3460], [3.3728, -3.8029, 0.0419], [2.2424, -2.8075, 1.4114], [2.8094, -1.7951, 0.0171], [1.5541, -2.9428, -0.2858], [3.4440, -3.8835, -0.9124]], "lumo_ev": 0.3, "smiles": "NC(N)=O.NC(N)=O.NC(N)=O.NC(N)=O.CO.CO.CO", "de_lowest_ev": 0.6057, "mol_weight_g_mol": 336.3, "total_energy_ha": -1248.35451}

{"formula": "C7H28O7", "method": "ωB97M-V/def2-TZVPD", "elements": ["C", "O", "H", "H", "H", "H", "C", "O", "H", "H", "H", "H", "C", "O", "H", "H", "H", "H", "C", "O", "H", "H", "H", "H", "C", "O", "H", "H", "H", "H", "C", "O", "H", "H", "H", "H", "C", "O", "H", "H", "H", "H"], "xyz": [[-0.2778, -3.8884, 0.0949], [-1.6126, -4.1714, 0.4757], [-0.1918, -2.8993, -0.3803], [0.4045, -3.8794, 0.9512], [0.0373, -4.6100, -0.6540], [-1.8838, -3.4593, 1.0725], [3.7449, -0.2248, 0.4777], [2.9222, -0.1369, -0.6841], [4.5072, -0.9933, 0.3579], [4.1735, 0.7494, 0.7259], [3.0908, -0.4942, 1.3052], [3.4945, 0.1514, -1.4024], [-3.2902, -1.3384, 2.6615], [-2.3901, -2.4581, 2.6625], [-2.8998, -0.5414, 3.2997], [-3.3098, -0.9511, 1.6468], [-4.2818, -1.6387, 2.9962], [-2.2425, -2.6933, 3.5822], [3.5460, 3.3759, -2.2653], [4.0853, 3.0639, -3.5444], [3.4621, 4.4537, -2.1096], [2.5232, 2.9996, -2.2158], [4.1358, 2.8834, -1.4874], [4.8179, 3.6584, -3.7226], [-4.5319, -1.3080, -1.2936], [-5.2319, -0.1804, -1.8345], [-3.5808, -0.9407, -0.9151], [-5.0756, -1.7851, -0.4736], [-4.3093, -2.0696, -2.0467], [-6.1090, -0.4776, -2.0860], [-0.5609, -0.0415, -1.0560], [-0.0065, 1.2811, -1.1519], [0.2403, -0.6936, -0.6884], [-1.3606, -0.1195, -0.3261], [-0.8100, -0.3695, -2.0650], [0.9397, 1.1286, -1.2320], [1.2768, 2.8044, 1.6802], [0.9501, 3.7278, 2.7179], [0.7195, 1.8975, 1.9008], [1.0202, 3.1450, 0.6761], [2.3444, 2.5460, 1.6970], [1.5207, 4.4972, 2.6529]], "lumo_ev": 0.5, "smiles": "CO.CO.CO.CO.CO.CO.CO", "de_lowest_ev": 3.7513, "mol_weight_g_mol": 224.3, "total_energy_ha": -810.03323}

> What is the formula in the fifth record?

C7H28FN14O7